## 1
DFT (wB97M-V/def2-TZVPD) results for the molecule C6H11N.

CARTESIAN COORDINATES (ANGSTROEM)
C: -1.99 -0.80 0.52
C: -0.83 -0.43 -0.04
C: 0.35 0.34 0.44
C: 1.17 -0.20 1.35
C: 2.45 0.49 1.82
N: -0.71 -0.65 -1.47
C: -1.00 0.53 -2.30
H: -2.24 -0.99 1.55
H: -2.75 -1.10 -0.18
H: 0.86 1.09 -0.15
H: 0.88 -1.07 1.93
H: 2.43 1.57 1.84
H: 2.66 0.12 2.82
H: 3.21 0.09 1.14
H: -1.33 -1.43 -1.69
H: -2.03 0.89 -2.17
H: -0.88 0.27 -3.36
H: -0.25 1.27 -2.04

Net charge = 0
E_HOMO = -8.600 eV
Structure (SMILES) = C=C(/C=C/C)NC
Kohn-Sham gap = 9.759 eV
LUMO energy = 1.2 eV

=====

## 2
DFT (wB97M-V/def2-TZVPD) results for a structure of composition C6H11N.

CARTESIAN COORDINATES (ANGSTROEM)
C: 0.64 -0.76 2.00
C: -0.35 -1.13 0.81
N: -0.50 1.53 1.47
C: -0.40 1.24 -0.03
C: -0.15 -0.20 -0.33
C: 0.27 -0.68 -1.54
C: 0.48 -0.11 -2.82
H: 0.68 -1.30 3.04
H: 1.69 -0.79 1.74
H: -0.10 -2.18 0.57
H: -1.43 -1.15 1.19
H: -0.94 2.45 1.74
H: -0.01 0.46 2.01
H: -1.35 1.36 -0.62
H: 0.38 1.92 -0.44
H: 0.44 -1.75 -1.61
H: 0.84 -0.80 -3.52
H: 0.30 0.96 -2.98

Net charge = 0
E_HOMO = -6.694 eV
Kohn-Sham gap = 4.571 eV
LUMO energy = -2.1 eV

=====

## 3
DFT (wB97M-V/def2-TZVPD) results for the molecule C6H11N.

CARTESIAN COORDINATES (ANGSTROEM)
C: 1.08 -1.38 3.07
C: 0.99 -0.31 2.30
N: 0.29 -0.21 1.10
C: 1.01 0.18 -0.11
C: 0.15 0.81 -1.20
C: -1.15 0.58 -1.33
C: -1.82 0.63 -2.68
H: 0.60 -2.31 2.79
H: 1.56 -1.36 4.03
H: 1.50 0.60 2.60
H: -0.34 -1.00 1.03
H: 1.51 -0.69 -0.53
H: 1.57 1.03 0.28
H: 0.82 1.28 -1.91
H: -1.70 0.21 -0.48
H: -2.41 -0.27 -2.85
H: -1.06 0.83 -3.42
H: -2.62 1.39 -2.68

Net charge = 0
E_HOMO = -8.282 eV
Structure (SMILES) = C=CNC/C=C/C
Kohn-Sham gap = 9.435 eV
LUMO energy = 1.2 eV

=====

## 4
DFT (wB97M-V/def2-TZVPD) results for a cluster of 2 separate species, C6H11N in total.

CARTESIAN COORDINATES (ANGSTROEM)
C: -0.40 0.01 2.30
C: 0.11 0.76 1.10
C: 0.16 -0.22 -0.71
C: 1.42 0.00 -1.57
C: -1.12 -0.03 -1.56
C: 0.08 -1.41 0.08
N: -0.12 -2.11 0.98
H: -1.45 -0.31 2.31
H: -0.31 1.03 2.76
H: 0.24 -0.67 2.88
H: 1.13 1.09 1.32
H: -0.57 1.57 0.85
H: 2.34 -0.19 -1.01
H: 1.45 -0.63 -2.48
H: 1.44 1.03 -1.93
H: -1.14 -0.66 -2.47
H: -2.01 -0.29 -0.98
H: -1.21 1.00 -1.90

Net charge = 0
E_HOMO = -9.272 eV
Kohn-Sham gap = 10.076 eV
LUMO energy = 0.8 eV

=====

Least stable: 2

=====

## 1
DFT (wB97M-V/def2-TZVPD) results for the molecule C6H11N.

CARTESIAN COORDINATES (ANGSTROEM)
C: 1.95 -1.39 1.16
N: 2.41 -0.83 -0.09
C: 1.99 0.51 -0.29
C: 0.66 0.33 -0.88
C: -0.61 0.63 -0.34
C: -1.78 0.23 -0.89
C: -3.02 0.51 -0.07
H: 2.83 -1.60 1.80
H: 1.30 -0.75 1.78
H: 1.40 -2.32 0.97
H: 2.66 0.99 -1.00
H: 1.86 1.10 0.64
H: 0.70 -0.09 -1.88
H: -0.60 1.02 0.67
H: -1.78 -0.15 -1.91
H: -3.34 1.54 -0.24
H: -2.74 0.28 0.96
H: -3.91 -0.02 -0.38

Net charge = 0
E_HOMO = -7.106 eV
Kohn-Sham gap = 6.223 eV
LUMO energy = -0.9 eV

=====

## 2
DFT (wB97M-V/def2-TZVPD) results for the molecule C6H11N.

CARTESIAN COORDINATES (ANGSTROEM)
C: -1.30 -0.96 -1.38
C: -1.39 -0.12 -0.11
C: -0.07 0.53 0.31
C: -0.16 1.22 1.68
C: 1.13 -0.35 0.21
N: 1.75 -1.38 0.56
C: 2.41 -0.42 -0.46
H: -0.85 -0.39 -2.21
H: -2.29 -1.29 -1.70
H: -0.69 -1.86 -1.22
H: -1.79 -0.73 0.71
H: -2.10 0.70 -0.26
H: 0.16 1.30 -0.43
H: -0.59 0.56 2.44
H: 0.82 1.56 2.03
H: -0.81 2.10 1.58
H: 3.25 0.18 -0.11
H: 2.47 -0.76 -1.49

Net charge = 0
E_HOMO = -9.621 eV
Structure (SMILES) = CC[C@@H](C)C1=NC1
Kohn-Sham gap = 10.679 eV
LUMO energy = 1.1 eV

=====

Least stable: 1

=====

## 1
DFT (wB97M-V/def2-TZVPD) results for the molecule C6H11N.

CARTESIAN COORDINATES (ANGSTROEM)
C: 0.43 0.14 -2.88
C: 0.57 -1.22 -2.13
C: 0.15 -1.49 -0.85
C: -0.16 -0.49 0.14
C: -0.44 -0.66 1.45
N: -0.87 0.25 2.47
C: -0.42 1.62 2.33
H: 1.37 0.67 -2.93
H: -0.24 0.72 -2.21
H: 0.00 -0.11 -3.82
H: 1.06 -1.96 -2.81
H: 0.35 -2.35 -0.25
H: 0.08 0.52 -0.18
H: -0.32 -1.81 1.61
H: -0.46 -0.10 3.36
H: 0.64 1.76 1.95
H: -0.99 2.21 1.51
H: -0.75 2.32 3.24

Net charge = 0
E_HOMO = -7.737 eV
Structure (SMILES) = C/C=C\C=C\NC
Kohn-Sham gap = 8.669 eV
LUMO energy = 0.9 eV

=====

## 2
DFT (wB97M-V/def2-TZVPD) results for a cluster of 2 separate species, C6H11N in total.

CARTESIAN COORDINATES (ANGSTROEM)
C: -0.51 1.19 -0.83
C: -0.33 0.13 -0.05
C: 0.94 -0.66 0.13
C: 2.20 0.10 -0.24
C: -1.48 -0.38 0.80
C: -1.17 0.42 1.99
N: -0.81 1.11 2.85
H: -1.50 1.62 -0.95
H: 0.30 1.66 -1.36
H: 1.01 -1.04 1.16
H: 0.81 -1.55 -0.51
H: 2.16 0.45 -1.28
H: 3.08 -0.54 -0.14
H: 2.33 0.97 0.41
H: -1.44 -1.46 1.03
H: -2.48 -0.14 0.42
H: -1.74 -1.25 -1.60
H: -1.37 -0.65 -1.83

Net charge = 0
E_HOMO = -9.639 eV
Structure (SMILES) = C=C(CC)CC#N.[H][H]
Kohn-Sham gap = 10.582 eV
LUMO energy = 0.9 eV

=====

## 3
DFT (wB97M-V/def2-TZVPD) results for the molecule C6H11N.

CARTESIAN COORDINATES (ANGSTROEM)
C: 2.06 -0.78 -1.63
C: 1.04 0.05 -1.16
C: 0.47 -0.12 0.19
N: 1.47 -0.78 1.06
C: -0.84 0.26 0.35
C: -1.74 -0.25 1.44
C: -1.40 1.27 -0.69
H: 2.43 -0.62 -2.74
H: 2.91 -0.97 -0.87
H: 0.75 0.94 -1.79
H: 1.66 -1.80 1.03
H: 1.41 -0.43 2.06
H: -2.28 0.59 1.87
H: -2.36 -1.14 1.13
H: -1.14 -0.70 2.23
H: -2.29 1.49 -0.18
H: -1.52 0.94 -1.75
H: -0.63 2.06 -0.53

Net charge = 0
E_HOMO = -7.935 eV
Structure (SMILES) = C=CC(N)=C(C)C
Kohn-Sham gap = 8.778 eV
LUMO energy = 0.8 eV

=====

## 4
DFT (wB97M-V/def2-TZVPD) results for the molecule C6H11N.

CARTESIAN COORDINATES (ANGSTROEM)
C: -2.22 1.69 -0.13
C: -1.33 1.11 -0.94
C: 0.02 0.67 -0.43
N: 1.11 1.27 -1.10
C: 0.04 -0.40 0.37
C: 1.21 -1.29 0.67
C: 0.76 -2.53 1.43
H: -3.14 2.11 -0.52
H: -2.24 1.43 0.93
H: -1.45 0.97 -2.01
H: 1.94 0.69 -1.14
H: 0.82 1.47 -2.05
H: -0.93 -0.73 0.72
H: 1.97 -0.75 1.28
H: 1.85 -1.47 -0.19
H: 1.48 -3.36 1.34
H: -0.18 -3.05 1.19
H: 0.65 -2.25 2.48

Net charge = 0
E_HOMO = -8.039 eV
Structure (SMILES) = C=C/C(N)=C/CC
Kohn-Sham gap = 9.089 eV
LUMO energy = 1.0 eV

=====

Least stable: 3

=====

## 1
DFT (wB97M-V/def2-TZVPD) results for a structure of composition C6H11N.

CARTESIAN COORDINATES (ANGSTROEM)
C: -1.69 -0.11 0.25
C: 0.01 -1.97 0.03
C: 0.48 1.69 -1.00
C: -0.23 -0.51 0.37
C: 1.26 0.60 1.20
C: 0.96 0.46 -0.25
N: 0.31 -0.14 1.67
H: 2.08 1.13 1.68
H: 1.76 -0.04 -0.80
H: -2.00 -0.10 -0.81
H: -1.89 0.88 0.67
H: -2.34 -0.82 0.77
H: -0.62 -2.62 0.65
H: 1.05 -2.26 0.19
H: -0.24 -2.17 -1.02
H: 0.06 1.41 -1.97
H: 1.32 2.37 -1.19
H: -0.29 2.23 -0.45

Net charge = 0
E_HOMO = -9.281 eV
Kohn-Sham gap = 10.293 eV
LUMO energy = 1.0 eV

=====

## 2
DFT (wB97M-V/def2-TZVPD) results for the molecule C6H11N.

CARTESIAN COORDINATES (ANGSTROEM)
C: -2.04 2.52 -0.09
C: -1.58 1.31 0.31
C: -0.15 1.04 -0.02
C: 0.32 -0.40 -0.08
C: -0.08 -1.27 -1.25
C: 1.40 -0.77 0.69
N: 1.94 -2.06 0.70
H: -2.78 3.18 0.41
H: -1.40 3.04 -0.84
H: -2.31 0.57 0.56
H: 0.53 1.71 0.50
H: -0.03 1.29 -1.11
H: -1.15 -1.54 -1.42
H: 0.31 -2.27 -1.02
H: 0.33 -0.97 -2.19
H: 2.10 -0.06 1.11
H: 1.32 -2.72 0.26
H: 2.40 -2.44 1.56

Net charge = 0
E_HOMO = -7.633 eV
Structure (SMILES) = C=CC/C(C)=C/N
Kohn-Sham gap = 8.684 eV
LUMO energy = 1.1 eV

=====

Least stable: 2